(1)
{
  "formula": "C2H36HfO17",
  "method": "the ωB97M-V functional and the def2-TZVPD basis",
  "species": ["Hf", "C", "O", "H", "H", "H", "C", "O", "H", "H", "H", "O", "H", "H", "O", "H", "H", "O", "H", "H", "O", "H", "H", "O", "H", "H", "O", "H", "H", "O", "H", "H", "O", "H", "H", "O", "H", "H", "O", "H", "H", "O", "H", "H", "O", "H", "H", "O", "H", "H", "O", "H", "H", "O", "H", "H"],
  "positions_angstrom": [[-2.564, 0.839, 0.248], [-1.671, 2.803, 2.654], [-1.709, 1.699, 1.803], [-2.003, 3.718, 2.126], [-0.801, 2.920, 3.223], [-2.413, 2.544, 3.382], [0.427, 0.001, -0.053], [-0.941, -0.233, -0.098], [0.749, 0.556, -0.900], [0.949, -0.971, -0.059], [0.638, 0.596, 0.848], [0.608, 0.601, 3.620], [-0.328, 0.844, 3.488], [1.071, 1.460, 3.633], [2.563, -3.034, 0.892], [3.387, -3.481, 1.110], [2.232, -3.561, 0.152], [2.685, 0.633, -2.574], [3.183, 0.819, -1.810], [1.972, 1.206, -2.403], [0.038, -2.545, 1.729], [0.501, -3.253, 1.289], [0.261, -1.810, 1.133], [-2.950, 0.467, -1.777], [-3.069, 1.111, -2.518], [-2.541, -0.232, -2.262], [1.504, -1.774, -2.927], [2.086, -1.050, -2.622], [1.160, -2.320, -2.205], [-2.986, -2.050, -0.472], [-3.321, -2.352, -1.304], [-3.092, -2.767, 0.137], [-1.431, -1.158, -3.203], [-0.575, -1.056, -2.768], [-1.512, -1.336, -4.126], [-0.102, -2.973, -1.108], [-0.561, -2.255, -0.679], [-0.758, -3.599, -1.408], [2.841, -0.595, 2.463], [1.993, -0.317, 2.832], [2.651, -1.380, 1.889], [0.810, 3.313, 1.073], [1.281, 2.615, 0.605], [0.040, 2.862, 1.440], [3.464, 0.652, -0.003], [2.870, 0.445, 0.730], [3.963, -0.129, -0.055], [-1.305, 2.304, -0.787], [-0.627, 2.299, -1.439], [-1.346, 3.234, -0.637], [-2.718, -0.617, 1.865], [-3.118, -1.494, 1.763], [-2.701, -0.464, 2.845], [0.509, 2.489, -2.688], [0.450, 3.397, -2.435], [0.241, 2.359, -3.635]],
  "total_charge": 2,
  "homo_ev": -15.53,
  "relative_energy_kcal_mol": 30.0,
  "spin_multiplicity": 1,
  "gap_ha": 0.2671
}

(2)
{
  "formula": "C3HF3O",
  "method": "the ωB97M-V functional and the def2-TZVPD basis",
  "species": ["C", "C", "C", "O", "F", "F", "F", "H"],
  "positions_angstrom": [[-0.779, 0.466, 0.062], [1.582, 0.737, 0.160], [-1.143, -0.781, 0.179], [2.605, 1.239, 0.557], [1.594, -0.050, -0.966], [-0.216, -1.685, 0.545], [-2.409, -1.233, -0.092], [-1.235, 1.306, -0.445]],
  "homo_ev": [-10.70, -10.70],
  "relative_energy_kcal_mol": 96.7,
  "spin_multiplicity": 1,
  "gap_ha": [0.3301, 0.3304]
}

(3)
{
  "formula": "C33H47F4N4O16S",
  "method": "the ωB97M-V functional and the def2-TZVPD basis",
  "species": ["C", "O", "C", "C", "C", "C", "C", "C", "C", "C", "C", "N", "N", "C", "C", "C", "C", "O", "C", "O", "C", "C", "C", "C", "N", "O", "C", "N", "C", "S", "H", "H", "H", "H", "H", "H", "H", "H", "H", "H", "H", "H", "H", "H", "H", "H", "H", "H", "H", "H", "H", "H", "H", "H", "H", "H", "H", "H", "H", "H", "H", "H", "H", "H", "H", "C", "C", "O", "C", "O", "O", "F", "H", "H", "H", "C", "C", "O", "C", "O", "O", "F", "H", "H", "H", "C", "C", "O", "C", "O", "O", "F", "H", "H", "H", "C", "C", "O", "C", "O", "O", "F", "H", "H", "H"],
  "positions_angstrom": [[-0.899, 7.689, -0.734], [-2.170, 7.794, -1.331], [-2.166, 7.538, -2.721], [-2.244, 6.033, -2.987], [-2.384, 5.724, -4.492], [-1.443, 4.589, -4.969], [-2.158, 3.248, -5.040], [-1.237, 2.106, -5.533], [-0.859, 1.116, -4.415], [-1.345, -0.305, -4.703], [-1.223, -1.231, -3.466], [-0.139, -0.833, -2.530], [-0.550, -0.265, -1.398], [0.420, 0.067, -0.583], [-0.010, 0.657, 0.743], [-1.118, 1.709, 0.532], [-0.568, 3.019, -0.052], [-0.782, 3.106, -1.461], [1.802, -0.091, -0.851], [2.704, 0.290, 0.076], [2.191, -0.672, -2.038], [3.621, -0.890, -2.424], [4.463, 0.392, -2.321], [5.754, 0.184, -3.132], [6.230, 1.227, -3.998], [6.359, -0.854, -3.004], [1.119, -1.060, -2.859], [1.377, -1.707, -4.106], [1.662, -2.908, -3.978], [2.044, -4.393, -4.009], [-0.774, 8.479, 0.005], [-0.085, 7.784, -1.456], [-0.774, 6.727, -0.225], [-3.054, 8.014, -3.133], [-1.270, 7.918, -3.218], [-3.069, 5.614, -2.418], [-1.297, 5.609, -2.655], [-2.163, 6.622, -5.066], [-3.396, 5.382, -4.700], [-0.578, 4.550, -4.307], [-1.110, 4.854, -5.974], [-2.502, 3.035, -4.025], [-3.042, 3.313, -5.671], [-1.660, 1.592, -6.392], [-0.326, 2.584, -5.891], [0.226, 1.142, -4.296], [-1.267, 1.410, -3.449], [-0.706, -0.734, -5.471], [-2.386, -0.314, -5.006], [-1.087, -2.265, -3.759], [-2.163, -1.204, -2.928], [-0.461, -0.119, 1.360], [0.794, 1.178, 1.244], [-1.924, 1.335, -0.094], [-1.522, 1.950, 1.513], [0.495, 3.135, 0.150], [-1.098, 3.867, 0.386], [-1.659, 2.770, -1.656], [2.955, 1.215, -0.036], [3.641, -1.169, -3.475], [4.082, -1.713, -1.884], [3.936, 1.229, -2.782], [4.716, 0.628, -1.293], [6.463, 2.035, -3.423], [5.447, 1.530, -4.575], [-2.126, -5.965, -4.264], [-1.273, -5.600, -5.454], [-2.092, -4.682, -6.156], [-2.884, -4.071, -5.229], [-3.487, -3.070, -5.410], [-2.864, -4.755, -4.056], [-1.021, -6.671, -6.240], [-2.810, -6.784, -4.488], [-1.543, -6.219, -3.382], [-0.336, -5.105, -5.198], [-1.118, -3.754, 4.598], [-0.274, -3.468, 3.384], [-1.156, -2.714, 2.561], [-2.011, -2.066, 3.413], [-2.700, -1.154, 3.102], [-1.959, -2.594, 4.655], [0.072, -4.604, 2.730], [-1.734, -4.646, 4.472], [-0.529, -3.853, 5.504], [0.624, -2.882, 3.585], [-1.404, -1.044, 8.957], [-1.457, -1.385, 7.489], [-0.618, -2.529, 7.410], [-0.694, -3.147, 8.626], [-0.334, -4.260, 8.828], [-1.237, -2.335, 9.551], [-0.930, -0.398, 6.720], [-0.548, -0.417, 9.202], [-2.313, -0.566, 9.314], [-2.452, -1.637, 7.119], [3.069, -4.307, 10.876], [3.924, -4.033, 9.662], [3.069, -3.230, 8.865], [2.239, -2.571, 9.718], [1.574, -1.635, 9.416], [2.274, -3.118, 10.949], [4.225, -5.167, 8.987], [2.420, -5.171, 10.730], [3.650, -4.445, 11.784], [4.845, -3.485, 9.870]],
  "total_charge": 1,
  "homo_ev": -11.09,
  "spin_multiplicity": 1,
  "gap_ha": 0.2597
}

(4)
{
  "formula": "C23H23F3N3O5S",
  "method": "the ωB97M-V functional and the def2-TZVPD basis",
  "species": ["C", "N", "C", "C", "C", "C", "C", "C", "C", "C", "O", "N", "C", "C", "O", "N", "C", "C", "O", "C", "C", "H", "H", "H", "H", "H", "H", "H", "H", "H", "H", "H", "H", "H", "H", "H", "H", "H", "F", "C", "F", "F", "S", "C", "C", "C", "C", "C", "C", "C", "O", "O", "H", "H", "H", "H", "H", "H"],
  "positions_angstrom": [[6.436, 0.734, -1.777], [5.894, 1.706, -0.851], [6.748, 2.002, 0.281], [4.546, 2.071, -0.874], [3.526, 1.136, -0.578], [2.210, 1.549, -0.480], [1.851, 2.892, -0.727], [0.485, 3.360, -0.559], [-0.240, 3.362, 0.591], [-1.620, 3.882, 0.508], [-2.080, 4.455, -0.475], [-2.436, 3.686, 1.629], [-3.775, 4.221, 1.568], [-1.995, 3.182, 2.858], [-2.719, 3.096, 3.846], [-0.664, 2.756, 2.918], [-0.228, 2.352, 4.236], [0.278, 2.882, 1.887], [1.456, 2.590, 2.097], [2.849, 3.770, -1.203], [4.180, 3.400, -1.197], [5.812, 0.688, -2.677], [7.453, 1.044, -2.051], [6.494, -0.265, -1.317], [6.307, 2.790, 0.901], [6.903, 1.104, 0.901], [7.731, 2.326, -0.080], [3.799, 0.098, -0.372], [1.421, 0.844, -0.209], [0.042, 3.893, -1.402], [-4.240, 4.045, 2.534], [-3.725, 5.291, 1.347], [-4.328, 3.719, 0.768], [0.799, 2.009, 4.161], [-0.296, 3.207, 4.916], [-0.889, 1.567, 4.606], [2.541, 4.770, -1.516], [4.968, 4.109, -1.462], [-4.475, 0.236, 0.171], [-3.396, -0.492, -0.174], [-2.636, -0.694, 0.934], [-3.798, -1.690, -0.651], [-2.393, 0.456, -1.445], [-1.103, -0.640, -1.729], [-0.226, -0.553, -2.824], [0.759, -1.574, -3.012], [1.696, -1.478, -4.027], [1.693, -0.374, -4.891], [0.718, 0.626, -4.742], [-0.238, 0.544, -3.741], [-3.231, 0.682, -2.602], [-1.927, 1.578, -0.664], [-1.032, -1.450, -1.007], [0.740, -2.420, -2.323], [2.440, -2.262, -4.154], [2.434, -0.288, -5.684], [0.699, 1.482, -5.418], [-1.013, 1.309, -3.643]],
  "total_charge": -1,
  "homo_ev": -3.16,
  "relative_energy_kcal_mol": 0.0,
  "spin_multiplicity": 1,
  "gap_ha": 0.1896
}

(5)
{
  "formula": "C32H22AuIN4O6PS3",
  "method": "the ωB97M-V functional and the def2-TZVPD basis",
  "species": ["Au", "I", "C", "C", "C", "C", "C", "C", "C", "C", "C", "P", "C", "C", "C", "C", "C", "C", "C", "C", "C", "C", "C", "C", "C", "H", "H", "H", "H", "H", "H", "H", "H", "H", "H", "H", "H", "H", "H", "H", "H", "O", "S", "O", "O", "C", "N", "C", "C", "C", "N", "C", "C", "C", "N", "C", "C", "H", "H", "H", "H", "H", "H", "O", "S", "O", "O", "S", "N", "C"],
  "positions_angstrom": [[-0.191, -0.809, 1.344], [2.827, 0.782, -1.570], [3.660, 2.380, -0.500], [5.021, 2.299, -0.353], [5.768, 3.361, 0.180], [5.134, 4.522, 0.502], [3.731, 4.638, 0.370], [3.125, 5.882, 0.671], [1.779, 6.046, 0.567], [0.983, 4.934, 0.242], [1.511, 3.695, -0.033], [0.318, 2.300, -0.082], [-0.488, 2.475, -1.704], [-0.056, 3.359, -2.689], [-0.697, 3.408, -3.919], [-1.784, 2.587, -4.179], [-2.220, 1.693, -3.208], [-1.561, 1.629, -1.992], [-0.963, 2.873, 1.096], [-2.277, 3.195, 0.764], [-3.202, 3.494, 1.757], [-2.826, 3.475, 3.092], [-1.517, 3.153, 3.433], [-0.597, 2.851, 2.444], [2.937, 3.533, -0.066], [5.536, 1.409, -0.689], [6.840, 3.260, 0.291], [5.687, 5.380, 0.863], [3.766, 6.699, 0.980], [1.313, 7.000, 0.774], [-0.094, 5.052, 0.256], [0.782, 4.016, -2.494], [-0.349, 4.100, -4.676], [-2.296, 2.640, -5.130], [-3.074, 1.055, -3.397], [-1.899, 0.918, -1.246], [-2.590, 3.225, -0.273], [-4.217, 3.747, 1.477], [-3.548, 3.708, 3.866], [-1.213, 3.114, 4.471], [0.412, 2.572, 2.728], [-6.732, 0.226, -4.105], [-7.879, 0.893, -3.524], [-7.852, 2.344, -3.602], [-9.159, 0.278, -3.807], [-7.671, 0.637, -1.725], [-8.728, 0.857, -0.938], [-8.549, 0.701, 0.361], [-7.327, 0.336, 0.919], [-6.297, 0.140, 0.015], [-6.468, 0.280, -1.296], [-4.923, -0.241, 0.416], [-4.360, 0.134, 1.628], [-3.038, -0.161, 1.888], [-2.278, -0.825, 1.009], [-2.822, -1.229, -0.154], [-4.127, -0.952, -0.481], [-9.415, 0.870, 0.995], [-7.205, 0.202, 1.985], [-4.916, 0.712, 2.354], [-2.553, 0.170, 2.797], [-2.170, -1.757, -0.835], [-4.527, -1.237, -1.445], [1.144, -1.629, 4.502], [0.992, -0.349, 3.881], [-0.427, -0.204, 3.245], [1.289, 0.815, 4.656], [1.938, -0.360, 2.032], [0.428, -1.975, -1.508], [0.236, -1.554, -0.452]],
  "total_charge": -1,
  "homo_ev": -5.82,
  "spin_multiplicity": 1,
  "gap_ha": 0.2263
}

(6)
{
  "formula": "C6H9N",
  "method": "the ωB97M-V functional and the def2-TZVPD basis",
  "species": ["C", "C", "C", "N", "C", "C", "C", "H", "H", "H", "H", "H", "H", "H", "H", "H"],
  "positions_angstrom": [[-2.452, -0.601, 0.001], [-1.155, 0.108, -0.263], [-0.741, 1.348, 0.151], [0.638, 1.364, 0.144], [1.108, 0.133, -0.243], [2.483, -0.369, 0.036], [0.019, -0.628, -0.572], [-3.250, 0.057, 0.354], [-2.232, -1.303, 0.814], [-2.815, -1.201, -0.839], [-1.305, 2.227, 0.427], [1.193, 2.105, 0.542], [2.691, -0.293, 1.113], [2.494, -1.434, -0.207], [3.284, 0.131, -0.515], [0.039, -1.644, -0.943]],
  "homo_ev": -7.80,
  "relative_energy_kcal_mol": 9.8,
  "spin_multiplicity": 1,
  "gap_ha": 0.3254
}

(7)
{
  "formula": "C24H39N3O2PdSi3",
  "method": "the ωB97M-V functional and the def2-TZVPD basis",
  "species": ["Pd", "C", "C", "N", "N", "C", "O", "C", "C", "C", "C", "C", "C", "C", "C", "C", "C", "C", "N", "H", "H", "H", "H", "H", "H", "H", "H", "H", "H", "H", "H", "C", "O", "Si", "C", "C", "C", "Si", "C", "C", "C", "Si", "C", "C", "C", "H", "H", "H", "H", "H", "H", "H", "H", "H", "H", "H", "H", "H", "H", "H", "H", "H", "H", "H", "H", "H", "H", "H", "H", "H", "H", "H"],
  "positions_angstrom": [[-0.184, -0.347, -0.337], [-2.359, -1.188, 3.612], [-1.916, -1.219, 2.172], [-1.596, -0.143, 1.520], [-1.798, 1.044, 2.100], [-1.863, 2.082, 1.227], [-1.968, 2.018, -0.001], [-1.896, 3.419, 1.898], [-1.707, 3.580, 3.270], [-1.803, 4.834, 3.850], [-2.082, 5.952, 3.071], [-2.241, 5.805, 1.699], [-2.148, 4.549, 1.121], [-1.921, -2.444, 1.401], [-2.287, -3.686, 1.948], [-2.510, -4.761, 1.112], [-2.333, -4.600, -0.258], [-1.874, -3.368, -0.707], [-1.667, -2.328, 0.080], [-2.486, -0.144, 3.892], [-1.589, -1.630, 4.253], [-3.297, -1.726, 3.773], [-1.482, 2.706, 3.866], [-1.659, 4.952, 4.918], [-2.171, 6.930, 3.532], [-2.435, 6.678, 1.086], [-2.270, 4.406, 0.055], [-2.409, -3.781, 3.020], [-2.819, -5.719, 1.518], [-2.529, -5.407, -0.953], [-1.669, -3.199, -1.761], [-1.848, -0.266, -3.951], [-1.019, -0.651, -2.894], [0.664, -0.479, -2.843], [1.237, -1.930, -3.979], [1.034, 1.022, -3.992], [1.786, -0.389, -1.377], [1.844, 1.241, -0.417], [3.738, 1.662, -0.542], [1.657, 1.512, 1.491], [1.092, 2.808, -1.228], [2.043, -1.877, -0.281], [3.943, -2.208, -0.516], [1.909, -1.876, 1.644], [1.359, -3.614, -0.733], [-1.376, -0.428, -4.933], [-2.115, 0.795, -3.871], [-2.773, -0.852, -3.912], [0.902, -1.786, -5.013], [0.848, -2.895, -3.641], [2.327, -1.997, -3.979], [0.990, 0.747, -5.052], [2.033, 1.408, -3.784], [0.328, 1.842, -3.830], [4.325, 0.918, 0.005], [3.978, 2.652, -0.128], [4.060, 1.634, -1.587], [2.487, 1.042, 2.029], [0.734, 1.082, 1.872], [1.655, 2.581, 1.736], [1.712, 3.141, -2.066], [1.020, 3.625, -0.504], [0.089, 2.596, -1.595], [4.525, -1.333, -0.216], [4.147, -2.393, -1.576], [4.312, -3.070, 0.058], [2.723, -1.299, 2.093], [1.952, -2.891, 2.057], [0.965, -1.424, 1.951], [0.935, -3.635, -1.739], [0.579, -3.930, -0.039], [2.169, -4.350, -0.695]],
  "total_charge": -2,
  "homo_ev": -0.13,
  "spin_multiplicity": 1,
  "gap_ha": 0.1809
}

(8)
{
  "formula": "C24H35N3O4S",
  "method": "the ωB97M-V functional and the def2-TZVPD basis",
  "species": ["C", "C", "C", "C", "C", "N", "C", "O", "C", "C", "C", "C", "N", "S", "O", "O", "C", "C", "C", "C", "C", "C", "C", "C", "C", "N", "C", "O", "C", "C", "C", "C", "H", "H", "H", "H", "H", "H", "H", "H", "H", "H", "H", "H", "H", "H", "H", "H", "H", "H", "H", "H", "H", "H", "H", "H", "H", "H", "H", "H", "H", "H", "H", "H", "H", "H", "H"],
  "positions_angstrom": [[0.234, 0.788, 6.094], [1.262, -0.299, 6.399], [0.687, -1.287, 7.413], [1.685, -1.046, 5.130], [2.514, -0.194, 4.175], [2.868, -0.971, 3.003], [4.016, -0.758, 2.343], [4.916, -0.068, 2.784], [4.214, -1.510, 1.013], [4.957, -0.570, 0.054], [4.016, 0.548, -0.393], [2.795, -0.050, -1.086], [2.115, -1.013, -0.248], [0.861, -0.394, 0.651], [0.419, -1.452, 1.525], [1.167, 0.875, 1.253], [-0.361, -0.137, -0.622], [-0.702, -1.196, -1.441], [-1.657, -1.042, -2.434], [-2.260, 0.201, -2.575], [-1.917, 1.264, -1.731], [-0.964, 1.105, -0.751], [-2.742, 2.465, -2.071], [-3.441, 2.054, -3.381], [-2.811, 2.753, -4.586], [-3.240, 0.603, -3.481], [-3.843, -0.231, -4.390], [-3.509, -1.393, -4.512], [-4.934, 0.352, -5.224], [-5.828, -0.629, -5.937], [-4.826, 0.144, -6.718], [2.963, -2.046, 0.306], [-0.643, 0.353, 5.620], [0.646, 1.541, 5.428], [-0.078, 1.281, 7.012], [2.150, 0.171, 6.837], [1.422, -2.044, 7.676], [0.387, -0.771, 8.323], [-0.187, -1.786, 6.999], [0.794, -1.396, 4.601], [2.275, -1.922, 5.410], [3.444, 0.137, 4.642], [1.946, 0.686, 3.852], [2.080, -1.416, 2.557], [4.860, -2.364, 1.249], [5.816, -0.145, 0.574], [5.311, -1.129, -0.816], [3.685, 1.114, 0.479], [4.528, 1.228, -1.075], [3.093, -0.560, -2.010], [2.066, 0.725, -1.334], [-0.210, -2.143, -1.291], [-1.929, -1.860, -3.078], [-0.676, 1.904, -0.086], [-2.133, 3.359, -2.205], [-3.462, 2.666, -1.275], [-4.510, 2.280, -3.332], [-1.742, 2.552, -4.608], [-3.248, 2.398, -5.515], [-2.966, 3.827, -4.515], [-5.383, 1.274, -4.887], [-6.874, -0.380, -6.031], [-5.626, -1.674, -5.761], [-3.954, -0.382, -7.074], [-5.161, 0.943, -7.362], [3.289, -2.677, -0.531], [2.340, -2.656, 0.961]],
  "homo_ev": -8.67,
  "relative_energy_kcal_mol": 26.5,
  "spin_multiplicity": 1,
  "gap_ha": 0.3372
}